1.
{"formula": "C18H23N3O6", "method": "ωB97M-V/def2-TZVPD", "energy_ev": -35793.1024, "de_lowest_ev": 2.949, "e_homo_ha": -0.3363, "orbital_gap_ev": 8.29, "smiles": "Cc1cc(C(=O)NCC(=O)OCC(=O)N2CCCCCC2)ccc1[N+](=O)[O-]", "symbols": ["C", "C", "C", "C", "C", "C", "C", "N", "O", "O", "H", "H", "C", "O", "N", "H", "C", "C", "O", "O", "C", "H", "H", "C", "O", "N", "C", "H", "C", "H", "H", "C", "C", "C", "C", "H", "H", "H", "H", "H", "H", "H", "H", "H", "H", "H", "H", "H", "H", "H"], "coordinates": [[-5.9731, -1.9185, 0.1736], [-5.0442, -0.7682, -0.0116], [-3.7523, -1.0007, -0.4729], [-2.8395, 0.0247, -0.6745], [-3.1958, 1.3365, -0.3664], [-4.4621, 1.5945, 0.1092], [-5.3842, 0.5617, 0.2694], [-6.6912, 0.9393, 0.7496], [-7.6129, 0.1680, 0.5938], [-6.7935, 2.0268, 1.2786], [-4.7683, 2.5984, 0.3624], [-2.4853, 2.1433, -0.4641], [-1.4746, -0.3345, -1.1683], [-0.9099, -1.3567, -0.8355], [-0.9465, 0.5465, -2.0526], [-1.4269, 1.4128, -2.2346], [0.4143, 0.4300, -2.5019], [1.3919, 1.2741, -1.6835], [2.5382, 1.4533, -1.9830], [0.7928, 1.7596, -0.5957], [1.5635, 2.5775, 0.2844], [1.7500, 3.5442, -0.1946], [0.9327, 2.7247, 1.1652], [2.9470, 2.0615, 0.7175], [3.8701, 2.8526, 0.7209], [3.0607, 0.7984, 1.1653], [2.0118, -0.1916, 1.2406], [1.9855, -0.5764, 2.2684], [2.2262, -1.3664, 0.2783], [2.4768, -0.9861, -0.7120], [1.2772, -1.8993, 0.2009], [3.3184, -2.3275, 0.7470], [4.7368, -1.9312, 0.3188], [5.0354, -0.4282, 0.3423], [4.3949, 0.3318, 1.5068], [4.9862, 1.2217, 1.7307], [4.3329, -0.2913, 2.4013], [4.6940, 0.0421, -0.5815], [6.1173, -0.2951, 0.3852], [5.4424, -2.4482, 0.9734], [4.9176, -2.2908, -0.6963], [3.1135, -3.3225, 0.3471], [3.2694, -2.4106, 1.8351], [1.0461, 0.2691, 1.0408], [0.5066, 0.7069, -3.5549], [0.7051, -0.6201, -2.3864], [-3.4360, -2.0107, -0.6870], [-5.4342, -2.8567, 0.0722], [-6.4562, -1.8846, 1.1482], [-6.7687, -1.8837, -0.5696]]}

=====

2.
{"formula": "C18H23NO5", "method": "ωB97M-V/def2-TZVPD", "energy_ev": -30767.5108, "de_lowest_ev": 1.652, "e_homo_ha": -0.3322, "orbital_gap_ev": 9.36, "smiles": "O=C(O)c1ccccc1C(=O)NC[C@H](O)COC[C@H]1CC=CCC1", "symbols": ["O", "C", "O", "H", "C", "C", "C", "C", "C", "C", "C", "O", "N", "H", "C", "H", "H", "C", "C", "O", "C", "C", "C", "C", "C", "C", "C", "H", "H", "H", "H", "H", "H", "H", "H", "H", "H", "H", "H", "H", "O", "H", "H", "H", "H", "H", "H"], "coordinates": [[-2.8157, 0.3137, 0.9331], [-2.0540, 1.0275, 0.3170], [-1.3333, 1.9619, 0.9287], [-1.4681, 1.9117, 1.8899], [-1.8910, 1.0523, -1.1576], [-1.9307, 2.3090, -1.7630], [-1.8241, 2.4407, -3.1337], [-1.6407, 1.3149, -3.9200], [-1.5583, 0.0706, -3.3251], [-1.7009, -0.0876, -1.9496], [-1.4692, -1.4774, -1.4235], [-0.5593, -2.1532, -1.8707], [-2.3646, -1.9305, -0.5255], [-3.0105, -1.2686, -0.1150], [-2.0973, -3.1151, 0.2525], [-1.4880, -3.7847, -0.3578], [-3.0477, -3.5967, 0.4947], [-1.3497, -2.8035, 1.5697], [0.0385, -2.1814, 1.3215], [-0.0615, -0.8432, 0.8658], [1.0887, -0.3943, 0.1737], [2.3537, -0.2864, 1.0360], [2.1814, 0.6988, 2.1944], [1.9627, 2.1297, 1.7053], [2.8888, 2.4893, 0.5871], [3.5801, 1.5985, -0.1021], [3.5490, 0.1275, 0.1736], [4.4773, -0.1485, 0.6860], [3.5326, -0.4210, -0.7717], [4.2372, 1.9121, -0.9018], [2.9503, 3.5412, 0.3431], [0.9353, 2.2592, 1.3546], [2.1056, 2.8265, 2.5361], [3.0845, 0.6647, 2.8085], [1.3398, 0.3875, 2.8167], [2.5594, -1.2791, 1.4520], [0.8225, 0.5852, -0.2283], [1.2842, -1.0710, -0.6706], [0.5675, -2.7901, 0.5776], [0.5967, -2.2086, 2.2679], [-2.1229, -2.0397, 2.4517], [-2.3140, -1.1842, 2.0352], [-1.1827, -3.7594, 2.0826], [-1.3730, -0.8117, -3.9189], [-1.5462, 1.4091, -4.9912], [-1.8733, 3.4201, -3.5849], [-2.0590, 3.1840, -1.1439]]}

=====

3.
{"formula": "C18H23Si", "method": "ωB97M-V/def2-TZVPD", "energy_ev": -26909.4175, "de_lowest_ev": 0.611, "charge": 1, "e_homo_ha": -0.4503, "orbital_gap_ev": 6.57, "symbols": ["C", "Si", "C", "C", "H", "H", "H", "H", "H", "H", "H", "H", "H", "H", "C", "C", "C", "C", "C", "C", "C", "C", "C", "C", "C", "C", "C", "C", "C", "H", "H", "H", "H", "H", "H", "H", "H", "H", "H", "H", "H", "H"], "coordinates": [[3.2854, 1.0444, -3.1082], [2.9694, 0.6748, -1.2935], [4.0545, -0.6806, -0.6067], [3.0311, 2.2320, -0.2522], [1.6087, -0.0419, -1.0423], [4.3373, 1.3396, -3.2764], [3.0775, 0.1635, -3.7325], [2.6408, 1.8595, -3.4668], [5.1058, -0.3767, -0.5332], [3.6838, -0.9459, 0.3953], [3.9754, -1.5725, -1.2449], [4.0656, 2.5884, -0.1159], [2.4468, 3.0390, -0.7158], [2.6047, 2.0319, 0.7418], [-1.2743, 1.2665, 0.8844], [-2.0403, 1.6599, 2.0246], [-2.0291, 3.0099, 2.4594], [-2.7026, 3.4010, 3.6074], [-3.4248, 2.4650, 4.3692], [-3.4643, 1.1312, 3.9396], [-2.7906, 0.7292, 2.7938], [-1.2383, -0.0405, 0.3918], [-0.5303, -0.4796, -0.7358], [-0.6743, -1.8202, -1.2526], [0.3640, -2.5309, -1.9237], [0.1748, -3.8507, -2.3313], [-1.0449, -4.5024, -2.0946], [-2.0923, -3.8035, -1.4869], [-1.9209, -2.4826, -1.0937], [-0.7087, 2.0443, 0.3698], [-1.4657, 3.7405, 1.8668], [-2.6666, 4.4435, 3.9287], [-3.9210, 2.7678, 5.2920], [-4.0322, 0.4044, 4.5152], [-2.8337, -0.3052, 2.4705], [-1.8865, -0.7677, 0.9000], [0.0094, 0.3015, -1.3063], [1.3055, -2.0159, -2.1220], [0.9786, -4.3684, -2.8608], [-1.1866, -5.5314, -2.4165], [-3.0490, -4.2930, -1.3015], [-2.7421, -1.9283, -0.6367]]}

=====

4.
{"formula": "C18H24BrFeN5S2", "method": "ωB97M-V/def2-TZVPD", "multiplicity": 6, "energy_ev": -152581.8691, "de_lowest_ev": 0.000, "charge": 3, "e_homo_ha": [-0.6564, -0.6593], "orbital_gap_ev": [8.98, 5.45], "symbols": ["Fe", "C", "C", "C", "C", "C", "Br", "N", "C", "H", "H", "H", "H", "H", "H", "N", "C", "N", "C", "C", "C", "C", "C", "C", "S", "H", "H", "H", "H", "H", "H", "C", "C", "N", "C", "S", "N", "C", "C", "H", "H", "H", "H", "H", "H", "H", "H", "H", "H", "H", "H"], "coordinates": [[-0.2432, -0.5915, 0.6452], [1.6623, 1.6516, 5.5020], [1.0724, 1.8056, 4.1334], [0.8812, 3.0588, 3.5502], [0.3661, 3.1833, 2.2652], [0.0563, 2.0141, 1.6205], [-0.6209, 1.9766, -0.1739], [0.2086, 0.7961, 2.1344], [0.7139, 0.6980, 3.3771], [1.3963, 2.4938, 6.1377], [2.7515, 1.6171, 5.4380], [1.3253, 0.7353, 5.9833], [1.1410, 3.9536, 4.1031], [0.2212, 4.1467, 1.7975], [0.8356, -0.3046, 3.7678], [-3.6493, 0.1370, 0.6448], [-3.3757, -1.0462, 1.1295], [-2.1067, -1.5445, 1.1638], [-2.1046, -2.7751, 1.7194], [-0.9545, -3.5867, 1.9167], [-1.1190, -4.8012, 2.5055], [-2.4122, -5.2548, 2.9116], [-3.5602, -4.4823, 2.7228], [-3.3995, -3.2566, 2.1311], [-4.6180, -2.0753, 1.7724], [-2.9158, 0.7398, 0.2875], [-4.5963, 0.4959, 0.6255], [0.0223, -3.2462, 1.5921], [-0.2684, -5.4480, 2.6744], [-2.4993, -6.2282, 3.3781], [-4.5295, -4.8465, 3.0364], [0.4471, -4.2084, -4.2825], [0.1886, -2.7492, -3.9508], [0.5236, -2.4136, -2.5493], [1.5833, -1.8078, -2.0333], [1.6309, -1.4486, -0.2984], [2.6794, -1.4598, -2.6703], [3.1656, -1.7550, -4.0373], [2.9668, -0.5898, -4.9908], [0.0761, -4.4260, -5.2832], [-0.0739, -4.8666, -3.5861], [1.5072, -4.4582, -4.2511], [-0.8694, -2.5153, -4.0683], [0.7251, -2.0701, -4.6048], [-0.1287, -2.7552, -1.8638], [3.3269, -0.9267, -2.1064], [2.7011, -2.6709, -4.3856], [4.2265, -1.9724, -3.9216], [1.9203, -0.2920, -5.0661], [3.3123, -0.8730, -5.9842], [3.5445, 0.2781, -4.6739]]}

=====

5.
{"formula": "C18H24BrN3O2Si2", "method": "ωB97M-V/def2-TZVPD", "energy_ev": -113421.9028, "e_homo_ha": -0.3475, "orbital_gap_ev": 10.07, "symbols": ["C", "C", "Br", "C", "Si", "O", "O", "Si", "C", "C", "C", "C", "C", "N", "H", "H", "H", "H", "H", "H", "H", "H", "H", "H", "H", "H", "H", "H", "N", "C", "C", "C", "C", "C", "H", "H", "H", "H", "H", "N", "C", "C", "C", "C", "C", "H", "H", "H", "H", "H"], "coordinates": [[0.7518, -6.1320, 2.1412], [0.6045, -4.7017, 2.6360], [2.2364, -3.7114, 2.1882], [-0.6289, -3.9708, 2.1224], [-0.8853, -3.8202, 0.2670], [-2.5056, -3.8367, -0.0405], [-0.1953, -2.4441, -0.3020], [-0.7679, -0.8907, -0.2812], [0.1576, 0.0486, 1.0486], [1.3894, -0.3659, 1.5625], [2.0052, 0.3965, 2.5499], [1.3834, 1.5522, 2.9905], [0.1600, 1.9014, 2.4210], [-0.4340, 1.1705, 1.4863], [1.5761, -6.6310, 2.6529], [-0.1735, -6.6807, 2.3532], [0.9434, -6.1727, 1.0674], [0.5946, -4.6963, 3.7272], [-1.4942, -4.5165, 2.5289], [-0.6592, -2.9669, 2.5644], [-0.3216, -4.9490, -0.4854], [-3.0844, -3.4150, 0.6006], [-0.5392, -0.2817, -1.5977], [-2.2035, -0.8522, 0.0623], [1.8426, -1.2836, 1.1960], [2.9572, 0.0844, 2.9682], [1.8168, 2.1802, 3.7614], [-0.3502, 2.8091, 2.7357], [1.2634, 7.1195, 0.2846], [2.2919, 7.4729, 1.0515], [3.0138, 6.5782, 1.8281], [2.6471, 5.2421, 1.8075], [1.5780, 4.8594, 1.0143], [0.9226, 5.8332, 0.2741], [2.5520, 8.5258, 1.0442], [3.8423, 6.9252, 2.4306], [3.1856, 4.5104, 2.3970], [1.2581, 3.8280, 0.9673], [0.0820, 5.5667, -0.3571], [-2.5240, -0.4381, -3.6489], [-2.1283, -1.4962, -4.3515], [-2.0364, -1.5056, -5.7357], [-2.3742, -0.3537, -6.4277], [-2.7878, 0.7553, -5.7074], [-2.8451, 0.6620, -4.3244], [-1.8711, -2.3806, -3.7779], [-1.7071, -2.3962, -6.2534], [-2.3157, -0.3207, -7.5080], [-3.0610, 1.6771, -6.2028], [-3.1623, 1.5115, -3.7294]]}

=====

6.
{"formula": "C18H24Cl8N4O8", "method": "ωB97M-V/def2-TZVPD", "energy_ev": -141561.3201, "e_homo_ha": -0.3375, "orbital_gap_ev": 8.82, "smiles": "C[N+](=O)[O-].C[N+](=O)[O-].C[N+](=O)[O-].C[N+](=O)[O-].ClC(Cl)(Cl)Cl.ClC(Cl)(Cl)Cl.c1ccccc1.c1ccccc1", "symbols": ["C", "Cl", "Cl", "Cl", "Cl", "C", "Cl", "Cl", "Cl", "Cl", "C", "N", "O", "O", "H", "H", "H", "C", "N", "O", "O", "H", "H", "H", "C", "N", "O", "O", "H", "H", "H", "C", "N", "O", "O", "H", "H", "H", "C", "C", "C", "C", "C", "C", "H", "H", "H", "H", "H", "H", "C", "C", "C", "C", "C", "C", "H", "H", "H", "H", "H", "H"], "coordinates": [[-1.1966, -4.5313, 0.7740], [-2.4265, -5.8292, 0.8361], [0.4513, -5.1810, 0.5724], [-1.4986, -3.3690, -0.6178], [-1.1636, -3.5732, 2.2507], [4.1803, -3.2495, 1.5499], [5.6003, -2.9587, 2.5065], [4.6954, -3.0953, -0.1091], [3.4852, -4.8553, 1.8831], [2.9350, -2.0015, 1.9502], [-0.1817, 3.2077, 0.9835], [0.4467, 3.5841, -0.2636], [1.6643, 3.7795, -0.3357], [-0.2674, 3.8398, -1.2568], [-1.1597, 2.7356, 0.8901], [-0.2247, 3.9784, 1.7532], [0.5519, 2.5358, 1.4291], [-0.0079, -0.3629, 1.3328], [-1.3939, -0.0903, 0.7522], [-1.4437, 0.3000, -0.3881], [-2.3449, -0.4715, 1.4563], [0.5267, -0.7185, 0.4520], [0.0591, -1.1902, 2.0393], [0.4726, 0.5875, 1.5648], [-3.4083, 1.5621, -4.2266], [-3.1050, 0.4385, -3.2897], [-2.4072, -0.4601, -3.7259], [-3.7154, 0.3197, -2.2096], [-3.6907, 2.4251, -3.6237], [-4.2499, 1.2438, -4.8418], [-2.5671, 1.8678, -4.8488], [3.6768, 1.9101, -2.4568], [3.4976, 0.7996, -1.5112], [2.4242, 0.7458, -0.9204], [4.4264, 0.0064, -1.3104], [2.7383, 2.0883, -2.9817], [4.3022, 1.5726, -3.2833], [3.9732, 2.8578, -2.0073], [-0.8067, -1.6485, 5.8998], [-0.9772, -2.0382, 7.1987], [-2.2097, -2.5436, 7.6837], [-3.3183, -2.2703, 6.8665], [-3.1791, -1.8389, 5.5571], [-1.9102, -1.4940, 5.0695], [0.1763, -1.2943, 5.6268], [-0.1041, -1.8941, 7.8178], [-2.2475, -2.9475, 8.6847], [-4.2835, -2.4692, 7.3084], [-4.0697, -1.7295, 4.9561], [-1.9446, -0.9896, 4.1151], [1.7641, 2.0825, -5.9536], [1.2110, 3.1866, -5.3105], [0.3080, 2.9874, -4.1440], [0.0833, 1.6842, -3.6909], [0.7018, 0.6245, -4.3310], [1.4979, 0.8607, -5.3846], [2.4394, 2.0959, -6.7963], [1.5481, 4.1632, -5.6251], [-0.2205, 3.8279, -3.7190], [-0.5359, 1.6247, -2.8080], [0.5459, -0.3788, -3.9630], [1.8766, -0.0493, -5.8261]]}

=====

7.
{"formula": "C18H24ClIN3O3Re", "method": "ωB97M-V/def2-TZVPD", "multiplicity": 4, "energy_ev": -52414.3722, "de_lowest_ev": 1.803, "charge": 1, "e_homo_ha": [-0.3822, -0.4002], "orbital_gap_ev": [7.92, 7.53], "symbols": ["Re", "N", "C", "C", "N", "C", "C", "N", "H", "H", "H", "H", "H", "H", "H", "H", "H", "H", "H", "H", "H", "I", "C", "C", "C", "C", "C", "C", "C", "C", "C", "C", "H", "H", "H", "H", "H", "H", "C", "C", "O", "H", "H", "H", "Cl", "C", "C", "O", "O", "H", "H"], "coordinates": [[-0.8413, -0.4776, 0.1425], [0.1490, 1.5464, -1.0079], [-1.0601, 2.1831, -1.5371], [-1.7436, 1.1944, -2.4682], [-1.9892, -0.1191, -1.8155], [-3.4346, -0.3864, -1.6092], [-3.9237, 0.3617, -0.3831], [-3.0896, -0.0785, 0.7391], [0.6148, 2.1337, -0.3255], [0.8071, 1.3519, -1.7574], [-0.8558, 3.1043, -2.0890], [-1.7070, 2.4329, -0.6921], [-1.0961, 1.0349, -3.3305], [-2.6829, 1.6180, -2.8265], [-1.6430, -0.8310, -2.4564], [-3.5552, -1.4593, -1.4452], [-4.0045, -0.1069, -2.4970], [-4.9856, 0.1647, -0.2281], [-3.7974, 1.4362, -0.5210], [-3.3370, -1.0314, 0.9953], [-3.2235, 0.4714, 1.5866], [0.6693, -1.0613, -3.6023], [2.2328, -1.2063, -2.1798], [3.4789, -0.9955, -2.7083], [4.6225, -1.3153, -1.9620], [4.4728, -1.9494, -0.7634], [3.1922, -2.2084, -0.2259], [3.0760, -3.0176, 0.9304], [1.8446, -3.3764, 1.3906], [0.7004, -2.7719, 0.8452], [0.7470, -1.8443, -0.1947], [2.0115, -1.7288, -0.8810], [3.5890, -0.6275, -3.7191], [5.6011, -1.1187, -2.3775], [5.3389, -2.2930, -0.2111], [3.9798, -3.3701, 1.4114], [1.7459, -4.0610, 2.2231], [-0.2491, -2.9986, 1.3143], [1.5318, 0.1731, 2.2893], [0.0579, 0.2755, 1.9610], [-0.7830, -0.6597, 2.2016], [1.6444, -0.5181, 3.1247], [1.9252, 1.1474, 2.5687], [2.1087, -0.2130, 1.4511], [0.2496, 3.9783, 3.9557], [-1.2155, 3.6542, 2.9927], [-1.3715, 2.1601, 2.8030], [-2.2994, 1.5321, 3.2359], [-0.3338, 1.6781, 2.0891], [-1.0965, 4.1513, 2.0327], [-2.0724, 4.0416, 3.5311]]}

=====

8.
{"formula": "C18H24ClN3O2", "method": "ωB97M-V/def2-TZVPD", "energy_ev": -40142.7707, "de_lowest_ev": 1.681, "e_homo_ha": -0.3288, "orbital_gap_ev": 9.70, "smiles": "OCCC[C@@H]1CCCCN1Cc1nc(Cc2ccccc2Cl)no1", "symbols": ["O", "C", "C", "H", "H", "C", "H", "H", "C", "N", "C", "C", "N", "C", "N", "O", "C", "C", "C", "C", "C", "C", "C", "Cl", "H", "H", "H", "H", "H", "H", "H", "H", "C", "C", "C", "C", "H", "H", "H", "H", "H", "H", "H", "H", "H", "H", "H", "H"], "coordinates": [[-1.2911, -3.3789, -0.6630], [-2.3218, -3.3131, 0.2967], [-2.9133, -1.9080, 0.4313], [-3.1956, -1.5428, -0.5590], [-3.8170, -1.9697, 1.0384], [-1.9107, -0.9364, 1.0612], [-0.8977, -1.2271, 0.7817], [-1.9727, -1.0025, 2.1491], [-2.1502, 0.5248, 0.6642], [-2.1061, 0.7191, -0.7868], [-0.9349, 0.1559, -1.4414], [0.3493, 0.6952, -0.9089], [1.0939, 0.1720, 0.0175], [2.0895, 1.0919, 0.1782], [1.9521, 2.1236, -0.6042], [0.8178, 1.8791, -1.3202], [3.2232, 0.8976, 1.1157], [4.2261, -0.0287, 0.4733], [3.8579, -1.3395, 0.1897], [4.7378, -2.2155, -0.4177], [6.0129, -1.7911, -0.7523], [6.3995, -0.4917, -0.4812], [5.5076, 0.3816, 0.1233], [6.0393, 2.0006, 0.4349], [7.3889, -0.1467, -0.7380], [6.7079, -2.4678, -1.2257], [4.4283, -3.2275, -0.6296], [2.8583, -1.6598, 0.4432], [3.6735, 1.8639, 1.3355], [2.8423, 0.4420, 2.0317], [-0.9219, -0.9257, -1.3090], [-1.0021, 0.3906, -2.5070], [-2.2874, 2.1210, -1.1347], [-3.6519, 2.6182, -0.6738], [-3.7636, 2.4569, 0.8355], [-3.5146, 0.9946, 1.1805], [-4.2935, 0.3865, 0.7205], [-3.5529, 0.8465, 2.2609], [-4.7509, 2.7655, 1.1835], [-3.0191, 3.0868, 1.3285], [-3.7724, 3.6626, -0.9652], [-4.4302, 2.0301, -1.1626], [-2.2117, 2.2110, -2.2216], [-1.5055, 2.7591, -0.6881], [-1.3692, 1.1370, 1.1566], [-3.1170, -4.0309, 0.0490], [-1.8619, -3.6202, 1.2386], [-1.6695, -3.1900, -1.5292]]}

=====

- What is the formula in the fifth record?
  C18H24BrN3O2Si2